Entry from the Open Molecules 2025 dataset: a 2-piece molecular cluster, C3H8F2O2P overall at a distorted geometry (the ωB97M-V functional and the def2-TZVPD basis).

Properties
highest occupied orbital energy: -14.97 eV
charge: +1
frontier orbital gap: 0.3517 Ha
M: 145.06 g/mol
electronic energy: -810.3944 Eh
relative energy (zero: lowest compared OMol25 entry of this formula, charge and spin): 63.2 kcal/mol

Geometry (Å):
C  2.229  0.600  -0.836
C  -2.403  0.460  1.126
C  2.264  -0.217  0.445
O  -1.303  0.767  0.613
O  0.958  -0.660  0.758
F  -3.229  -0.603  -1.207
F  -0.999  -1.758  0.315
P  -0.254  -0.537  -0.334
H  1.546  0.143  -1.594
H  1.931  1.645  -0.707
H  3.261  0.811  -1.062
H  -2.850  1.332  1.572
H  -2.731  -0.506  1.190
H  -3.830  -0.784  -1.908
H  2.446  0.485  1.254
H  2.964  -1.177  0.377

Atomic forces in eV per Å
0.2 0.3 0.1
2.8 3.5 -0.3
1.1 -0.3 -0.5
-0.8 -1.2 0.1
-2.8 -0.3 -1.4
-0.4 -0.1 -0.5
-0.7 0.2 -0.3
1.2 -1.0 2.2
1.6 0.3 0.0
-0.8 -0.2 0.5
0.4 -0.7 -1.2
-0.9 0.0 0.3
-1.0 -2.5 0.0
0.4 0.1 0.5
1.0 -0.5 0.3
-1.4 2.3 0.4